No. 1
25
Properties=species:S:1:pos:R:3:forces:R:3:mulliken_charge:R:1 method="wB97M-V/def2-TZVPD" gap_ev=9.5 smiles=Cc1nnc(C2CCNCC2)o1 e_lumo_ha=0.0282 homo_ev=-8.756 e_above_lowest_kj_mol=182.2
C -3.219 1.519 -0.062 -0.8 0.6 1.5 -1.14
C -2.600 0.196 -0.026 -1.6 -1.4 -0.7 0.88
N -3.034 -1.039 0.045 -2.3 2.1 1.0 -0.56
N -1.965 -1.848 0.159 0.9 -0.5 -1.2 -0.46
C -0.950 -1.109 -0.073 1.0 1.3 1.2 -0.09
C 0.488 -1.425 -0.027 0.1 0.0 0.4 0.57
C 1.175 -0.901 1.318 -1.5 1.0 -1.0 -0.90
C 1.491 0.596 1.258 -0.1 0.2 0.7 -0.47
N 2.307 0.730 0.108 2.4 2.7 -2.6 -0.34
C 1.706 0.492 -1.220 0.4 -0.7 -0.2 -0.60
C 1.213 -0.974 -1.319 2.7 0.1 1.0 -0.83
O -1.304 0.237 -0.137 2.3 -1.2 -0.2 -0.15
H -2.854 2.048 0.866 -0.4 -0.2 -1.1 0.26
H -2.964 2.061 -0.955 0.4 0.3 -0.3 0.28
H -4.302 1.491 -0.012 -0.1 -0.3 0.1 0.36
H 0.462 -2.511 0.011 0.3 -0.2 0.0 0.31
H 2.126 -1.393 1.476 -0.1 -0.4 0.2 0.42
H 0.471 -0.948 2.151 0.1 -1.0 0.1 0.37
H 0.549 1.270 1.298 1.3 -1.0 0.0 0.16
H 2.155 0.776 2.145 -0.8 0.3 -0.6 0.38
H 2.960 1.593 0.025 -1.9 -1.9 0.7 0.26
H 0.770 1.001 -1.449 0.2 1.2 0.2 0.21
H 2.500 0.732 -2.023 -1.4 -0.4 1.2 0.37
H 0.639 -1.034 -2.245 0.0 -0.7 0.2 0.37
H 2.182 -1.561 -1.309 -1.2 0.1 -0.6 0.34

=====

No. 2
26
Properties=species:S:1:pos:R:3:forces:R:3:mulliken_charge:R:1 method="wB97M-V/def2-TZVPD" gap_ev=8.7 e_lumo_ha=0.0098 homo_ev=-8.473 e_above_lowest_kj_mol=277.0
C 3.138 -0.201 -0.102 1.2 1.1 2.4 -0.43
C 3.228 0.754 0.895 -0.4 0.0 0.4 -0.47
C 1.191 0.602 0.170 -0.1 -0.4 -0.6 -0.02
C -0.799 2.105 0.044 -1.9 -1.0 -0.2 0.20
C -0.319 0.665 -2.118 -1.8 2.7 2.5 -0.74
C -1.008 -1.650 -0.019 1.8 0.0 -0.3 -0.85
C -1.282 -0.296 2.034 -0.9 -0.9 0.3 -1.10
C -0.247 0.782 0.062 -1.4 -4.1 -3.4 0.63
N 1.904 -0.281 -0.521 -3.0 -0.1 -1.0 -0.60
N 1.941 1.280 1.033 0.9 -0.6 0.1 0.01
N -1.120 -0.312 0.577 0.6 0.9 0.6 0.21
O -2.168 2.179 0.038 -0.9 -1.2 0.5 -0.61
O -0.082 3.039 -0.113 0.2 1.9 0.2 -0.58
H 3.837 -0.934 -0.386 1.0 -0.3 -0.4 0.43
H 3.937 0.883 1.677 0.7 0.5 0.0 0.36
H -0.932 1.651 -2.342 1.8 -1.8 0.4 0.26
H 0.778 0.678 -2.104 -0.8 -0.2 -0.9 0.35
H -0.955 -0.147 -2.483 0.8 -0.2 0.3 0.30
H -1.453 -1.520 -0.965 -1.1 -0.5 -1.1 0.25
H 0.054 -1.883 -0.360 -0.9 0.0 1.1 0.31
H -1.467 -2.504 0.555 0.4 1.3 -0.4 0.35
H -1.007 0.667 2.459 -0.2 0.1 0.0 0.34
H -2.358 -0.511 2.211 0.5 0.4 0.3 0.38
H -0.772 -1.084 2.632 0.3 0.4 -0.7 0.33
H 1.522 2.016 1.596 0.8 -0.1 -0.1 0.25
H -2.667 1.267 0.154 2.3 2.2 -0.3 0.44

=====

No. 3
27
Properties=species:S:1:pos:R:3:forces:R:3:mulliken_charge:R:1 method="wB97M-V/def2-TZVPD" gap_ev="7.2 / 7.2" e_lumo_ha="0.0160 / 0.0160" homo_ev="-6.724 / -6.724" e_above_lowest_kj_mol=527.5
C 0.103 -1.715 0.222 -0.9 -0.5 -0.3 -0.68
C -1.234 -1.195 0.174 0.6 1.5 -0.6 1.09
C 1.913 -0.246 -0.221 2.6 1.9 -0.4 -0.08
C 5.013 0.357 0.550 -0.8 -0.3 1.6 0.54
C -2.307 -2.033 0.750 0.8 -0.9 0.3 -1.32
C -2.220 1.887 -1.320 -2.9 -0.1 0.8 -0.92
C -3.696 0.367 -0.008 -0.8 0.8 -0.9 -1.08
C 4.254 1.276 -0.340 1.1 -2.0 -2.5 -0.49
N -1.339 -0.074 -0.469 2.4 -1.6 0.6 -0.30
N 1.128 -1.157 -0.224 0.0 0.6 -0.2 0.00
N -2.406 0.557 -0.759 -3.3 0.5 -0.9 0.06
O 5.950 -0.368 0.418 0.6 -0.1 -1.0 -0.57
O 4.345 0.397 1.731 -0.2 -1.1 1.0 -0.43
S 3.114 0.181 -1.387 -0.3 0.7 1.0 -0.10
H 0.379 -2.619 0.648 -0.5 -2.0 1.1 0.36
H -1.712 -3.006 1.009 -2.1 1.4 -0.4 0.28
H -2.759 -1.539 1.631 0.2 -0.7 -0.2 0.30
H -3.049 -2.028 -0.060 0.0 -1.4 0.6 0.31
H -2.914 2.018 -2.171 -0.2 0.1 0.6 0.28
H -2.452 2.579 -0.481 0.3 0.3 -0.8 0.30
H -1.295 2.057 -1.754 2.1 -0.1 -0.2 0.38
H -4.201 -0.605 -0.007 0.6 0.2 -0.6 0.30
H -3.458 0.570 0.996 0.1 0.4 1.6 0.47
H -4.531 1.073 -0.284 1.4 -0.3 -0.2 0.32
H 4.894 1.622 -1.140 0.3 0.3 -0.1 0.31
H 3.911 2.065 0.250 -1.4 1.1 0.5 0.36
H 4.570 -0.421 2.244 0.1 1.1 -0.5 0.32